Computed, not measured: a single C6H11PS molecule in a non-equilibrium geometry, with ωB97M-V/def2-TZVPD.

Frontier orbital gap (alpha / beta) ... 7.18 / 7.17 eV
ΔE to the lowest compared entry with this formula, charge and spin ... 59.94 kcal/mol
Lowest unoccupied orbital energy (alpha / beta) ... -0.025 / -0.025 hartree
Multiplicity ... 1
Total charge ... 0
HOMO (alpha / beta) ... -0.2891 / -0.2891 hartree
E ... -974.6440 Ha
Strongest force on any atom ... 3.9 eV/A

Geometry (Å):
C1 -0.679 1.222 1.197
C2 -1.205 0.978 -0.004
C3 0.614 0.455 1.498
C4 0.678 -0.991 0.944
C5 -2.386 1.289 -0.797
C6 1.933 -0.869 -1.418
P1 0.291 -1.080 -0.720
S1 -0.504 -2.901 -0.975
H1 -1.198 1.849 1.863
H2 1.463 1.038 1.096
H3 0.771 0.282 2.553
H4 1.570 -1.455 1.322
H5 -0.190 -1.427 1.411
H6 -2.718 0.390 -1.370
H7 -2.058 2.029 -1.598
H8 -3.285 1.736 -0.480
H9 2.492 -0.441 -0.533
H10 2.377 -1.871 -1.665
H11 2.034 -0.232 -2.325